[1]
Computed, not measured: a molecular structure, C12H37O13Tl, with ωB97M-V/def2-TZVPD.

Its charge is +2. Its orbital gap is 2.81 eV. The calculation puts the HOMO energy at -15.21 eV.

Geometry (Å):
Tl  -1.28343  1.55802  -0.86605
O  0.61305  -0.30855  0.12517
H  0.45931  -0.28702  1.08976
C  -3.98390  -1.23993  -1.76907
C  -3.14013  -1.98452  -0.69094
O  -1.94539  -1.25768  -0.55835
O  -4.04068  0.14961  -1.57333
H  -4.97862  -1.68385  -1.80887
H  -3.45530  -1.42664  -2.70385
H  -2.98043  -3.02454  -0.97545
H  -3.67142  -1.89501  0.25660
H  -1.38785  -1.82927  -0.02538
H  -4.96393  0.38953  -1.68123
C  1.22975  4.70812  -0.07304
C  2.12854  3.62067  -0.72108
O  1.67582  2.30901  -0.32301
O  -0.10839  4.42189  -0.35610
H  1.46010  5.75710  -0.25921
H  1.36107  4.63279  1.00639
H  3.16306  3.62498  -0.37779
H  2.16732  3.72845  -1.80504
H  2.27856  1.79640  0.22064
H  -0.63271  5.08629  0.09695
C  -0.74143  -3.49953  1.76224
C  -1.82445  -4.41339  2.38089
O  -3.03522  -4.31911  1.65854
O  -0.36869  -3.89665  0.46793
H  0.17269  -3.49146  2.35589
H  -0.97612  -2.43514  1.75164
H  -2.28469  -4.05489  3.30163
H  -1.35185  -5.39422  2.43310
H  -2.76473  -4.89017  0.93582
H  0.52312  -3.56941  0.32940
C  3.63388  -1.88222  0.13350
C  4.03564  -0.36401  0.14551
O  3.07545  0.29309  0.97927
O  2.41145  -2.00026  -0.62636
H  3.48171  -2.14012  1.18157
H  4.45711  -2.40057  -0.35814
H  4.31435  -0.06484  -0.86491
H  5.00830  -0.25024  0.62415
H  2.23822  -0.03802  0.64608
H  1.67608  -1.48145  -0.29216
C  1.25541  1.43338  -3.97535
C  1.57292  0.22982  -3.04465
O  0.39961  -0.44857  -2.55763
O  0.34962  2.31633  -3.40342
H  0.81433  1.06815  -4.90280
H  2.25046  1.81792  -4.19914
H  2.02544  0.57150  -2.11375
H  2.19246  -0.44058  -3.64034
H  0.73883  -0.74007  -1.70820
H  0.55231  3.08659  -3.93932
C  -1.41541  0.61198  2.84231
C  -1.22527  2.09147  3.11359
O  -0.33623  2.66183  2.21059
O  -2.48107  0.52946  1.83548
H  -1.76885  0.23633  3.80256
H  -0.55705  0.06488  2.45246
H  -0.82487  2.24217  4.11612
H  -2.17219  2.62612  3.03877
H  0.18120  3.37987  2.58245
H  -3.19684  0.10817  2.31693

Atomic forces in eV per Å
1.39 -1.04 0.39
-0.47 0.47 0.46
-0.04 -0.08 -0.32
0.59 -1.09 0.04
-0.86 1.32 -0.55
-0.10 -0.11 -0.08
0.20 0.10 0.10
0.04 -0.02 0.04
-0.01 -0.04 -0.27
0.00 0.06 0.05
-0.29 -0.32 0.24
0.87 -0.13 -0.11
-0.11 0.48 0.20
1.07 -0.84 1.10
0.42 -0.28 0.96
-1.47 0.66 -1.40
-0.91 -0.24 -0.82
0.38 -0.13 -0.85
0.23 -0.23 0.30
0.01 0.96 0.06
-0.42 -0.30 -0.07
0.58 0.41 0.28
-0.35 -0.01 -0.01
0.67 0.49 1.35
-0.02 1.96 0.53
0.79 -1.15 -1.55
-0.53 -0.16 -0.77
-0.06 -0.48 0.65
-0.91 0.27 0.14
1.69 -0.04 0.91
-0.58 -0.32 0.15
-1.18 -0.12 -1.01
0.20 -0.28 -0.31
-1.09 1.10 -0.50
0.95 -0.41 1.45
1.73 0.01 -1.21
2.54 -1.23 -0.35
0.05 -0.38 -0.10
-0.40 -0.32 -0.12
-1.36 0.65 -0.41
-0.08 -0.39 0.59
-1.28 0.38 -0.23
-1.07 0.41 1.15
0.22 -2.67 0.09
-0.90 0.77 0.01
0.26 0.69 -0.96
0.27 0.69 0.31
0.15 -0.31 -0.15
-0.03 0.59 0.06
0.77 0.26 -0.44
0.14 -0.22 0.15
-0.79 -0.32 0.41
-0.77 0.94 0.39
-1.66 1.30 -0.40
0.75 0.25 1.00
0.82 0.04 -1.71
0.86 -0.49 0.66
0.09 -0.70 -0.21
0.12 0.24 0.51
-0.16 -0.18 0.26
-0.34 -0.39 0.20
-0.15 -0.03 0.18
-0.48 -0.04 -0.46

[2]
Computed, not measured: 5 unconnected molecules or ions with the total composition C12H38ClFO16P4Si, with ωB97M-V/def2-TZVPD.

Its SMILES is COP(=O)(OC)OC.COP(=O)(OC)OC.COP(=O)(OC)OC.COP(=O)(OC)OC.F[SiH2]Cl. Its charge is 0. Its orbital gap is 7.33 eV. The calculation puts the HOMO energy at -9.45 eV.

Geometry (Å):
C  0.17462  -1.06086  -4.47843
O  -0.81636  -1.65474  -3.61904
P  -1.17200  -3.28359  -3.91469
O  -2.33470  -3.08566  -4.82990
O  -1.62437  -3.47929  -2.36161
C  -0.76566  -3.00025  -1.31751
O  -0.90877  -4.91191  -4.13955
C  -2.04034  -5.76524  -3.98666
H  0.28970  -0.01723  -4.19411
H  1.13504  -1.56343  -4.35687
H  -0.14246  -1.11633  -5.52188
H  -1.13162  -2.03709  -0.96389
H  0.26464  -2.88814  -1.65481
H  -0.79054  -3.70566  -0.48951
H  -2.64894  -5.74243  -4.89033
H  -2.64337  -5.49189  -3.12284
H  -1.67083  -6.77731  -3.84189
C  -1.49965  0.90622  -0.49701
O  -1.04433  2.09054  0.18935
P  0.37650  1.92331  1.10146
O  -0.35787  1.64331  2.38233
O  0.73697  3.50653  0.93056
C  0.77670  4.07579  -0.38416
O  1.88512  1.53687  1.70127
C  2.28280  2.15771  2.91890
H  -2.42079  1.15002  -1.02009
H  -0.75932  0.57930  -1.22797
H  -1.69246  0.10374  0.21788
H  -0.15783  4.60172  -0.58193
H  0.92703  3.31848  -1.15370
H  1.59549  4.79144  -0.42816
H  1.82519  1.64186  3.76200
H  2.02911  3.21632  2.94189
H  3.36618  2.05832  2.99249
C  3.15988  -5.35963  -0.82618
O  3.76845  -4.05279  -0.83440
P  3.80088  -3.23794  0.64902
O  2.53640  -2.45602  0.49072
O  5.11487  -2.40715  0.14589
C  6.22114  -3.11351  -0.42741
O  4.12500  -2.90491  2.24698
C  4.10818  -1.52561  2.60992
H  3.19017  -5.75479  -1.83872
H  3.71366  -6.03375  -0.17201
H  2.12081  -5.29524  -0.49552
H  6.16919  -3.04786  -1.51398
H  6.23367  -4.16339  -0.13424
H  7.14373  -2.64276  -0.09313
H  3.08002  -1.19245  2.74448
H  4.60959  -0.90328  1.87128
H  4.63629  -1.42836  3.55838
C  -1.42866  4.76583  2.27729
O  -2.50307  5.53993  2.86122
P  -2.29838  7.21101  2.85344
O  -1.68875  7.36925  4.20736
O  -3.91887  7.42404  2.87112
C  -4.73449  6.68952  1.95345
O  -2.01641  8.73347  2.23792
C  -2.43335  9.83069  3.04215
H  -1.67903  3.71152  2.36188
H  -1.32151  5.01702  1.22339
H  -0.49145  4.95750  2.80092
H  -5.16981  5.83044  2.46347
H  -4.16789  6.34090  1.08962
H  -5.53995  7.33672  1.60990
H  -1.70079  10.01494  3.82682
H  -3.41679  9.66518  3.47861
H  -2.48419  10.70513  2.39323
F  -5.15337  -10.11120  -1.68283
Si  -3.57107  -9.95722  -1.45688
Cl  -2.81680  -8.37809  -2.58883
H  -3.27905  -9.69429  -0.04927
H  -2.96114  -11.20333  -1.91665

Atomic forces in eV per Å
-0.05 0.16 -0.13
2.94 -1.78 -0.74
-7.43 -0.33 1.32
1.08 0.03 -0.33
0.82 0.25 -0.03
-0.14 0.03 0.13
3.16 1.51 -0.20
-0.49 -0.12 -0.17
-0.10 -0.03 0.06
0.06 0.13 -0.02
-0.02 0.01 0.02
0.08 0.02 -0.03
0.03 0.02 0.15
-0.05 -0.09 -0.08
-0.01 0.18 0.04
0.05 0.11 -0.03
0.39 0.35 -0.16
-0.20 -0.08 0.02
2.48 -1.62 -2.28
-2.15 3.76 7.06
0.04 -0.65 -0.59
0.13 -0.52 -1.16
-0.06 0.23 0.08
0.24 -1.40 -3.41
0.04 0.18 0.49
0.01 0.11 0.07
-0.11 -0.05 -0.07
0.01 0.05 0.02
-0.01 -0.09 -0.08
0.00 0.06 -0.04
0.05 -0.07 0.10
-0.17 0.06 -0.09
-0.08 -0.04 -0.03
-0.01 -0.07 -0.22
-0.20 -0.04 -0.15
0.64 -2.35 2.64
-0.94 7.39 -2.15
-0.09 -1.12 0.25
0.26 -0.83 -0.07
0.02 0.25 -0.16
0.42 -3.52 -0.32
-0.22 0.67 0.16
0.03 0.12 -0.02
-0.04 -0.10 -0.08
0.02 0.01 -0.02
-0.02 -0.09 0.00
0.08 0.01 -0.02
-0.07 0.05 0.11
-0.01 -0.03 -0.17
-0.06 -0.09 -0.07
0.04 -0.29 -0.03
0.00 -0.16 0.19
1.43 1.20 -3.10
-3.03 1.78 6.63
0.56 -0.17 -0.92
0.19 -0.37 -0.71
-0.19 0.01 0.22
0.92 -2.21 -2.53
-0.08 0.39 0.41
-0.05 0.05 0.11
0.01 -0.08 -0.02
-0.04 0.01 0.02
0.07 -0.05 -0.06
-0.08 -0.01 -0.03
0.07 0.11 0.03
-0.04 -0.15 0.04
0.05 -0.10 0.00
0.06 -0.15 -0.15
0.47 0.24 0.09
-0.08 0.18 -0.45
-0.59 -0.96 0.68
-0.11 0.13 0.07
0.08 -0.02 -0.10

[3]
Computed, not measured: 9 unconnected molecules or ions with the total composition C12H39N6O11, with ωB97M-V/def2-TZVPD.

Its charge is -1. Its orbital gap is 9.91 eV. The calculation puts the HOMO energy at -7.38 eV.

Geometry (Å):
O  1.05602  -1.07389  0.65878
C  0.52090  -0.85260  -0.56515
O  -0.33974  -1.66721  -0.95180
O  0.85608  0.19363  -1.18071
H  1.63587  -0.32246  0.88256
C  -2.72645  -2.54202  -3.39633
O  -1.35066  -2.18922  -3.55005
H  -3.09965  -3.07783  -4.26905
H  -2.79657  -3.22053  -2.54113
H  -3.29877  -1.61796  -3.27349
H  -1.05288  -1.91058  -2.66506
C  3.14357  2.94635  -0.65754
O  2.13939  2.24693  0.07741
H  2.71583  3.39652  -1.55374
H  3.57663  3.69851  -0.00140
H  3.92123  2.22030  -0.90759
H  1.60708  1.66272  -0.49954
C  0.39737  -3.71912  2.88850
O  -0.02754  -4.54423  3.69895
N  0.91903  -4.09150  1.68589
N  0.52435  -2.39113  3.17945
H  0.99005  -5.06823  1.48044
H  1.02349  -3.41920  0.94914
H  0.84963  -1.70561  2.50493
H  0.17571  -2.09393  4.07054
C  -3.65676  -2.40843  0.63895
O  -4.79496  -2.44108  1.10221
N  -3.14179  -1.27057  0.08297
N  -2.81977  -3.48650  0.54534
H  -2.24660  -1.27144  -0.37887
H  -3.73740  -0.48680  -0.09891
H  -1.90485  -3.32118  0.15687
H  -3.21265  -4.39922  0.65585
C  -1.63927  3.08375  -2.06403
O  -2.61352  3.77244  -2.38762
N  -1.74140  1.74666  -1.81219
N  -0.38949  3.59703  -1.92872
H  -2.67785  1.41156  -1.95324
H  -0.91518  1.16761  -1.74610
H  0.34944  3.03529  -1.55720
H  -0.38139  4.60203  -1.94710
C  2.05555  0.98675  4.62084
C  2.60902  1.62499  3.36478
O  3.40208  0.63928  2.68700
H  1.23623  1.61614  4.97306
H  2.81252  0.83938  5.39117
H  1.65266  -0.00235  4.39698
H  3.23796  2.47785  3.63277
H  1.76981  1.89588  2.71679
H  3.97098  1.11066  2.06970
C  1.13730  1.65420  -4.94138
C  1.69629  0.30020  -4.55497
O  2.56716  0.45155  -3.42048
H  0.24116  1.90590  -4.36954
H  0.82212  1.65888  -5.98902
H  1.88577  2.41784  -4.73878
H  2.39486  -0.10865  -5.29022
H  0.94993  -0.45532  -4.29548
H  2.05203  0.46076  -2.59839
C  -1.63200  1.37657  1.89324
C  -1.00292  0.27291  2.73162
O  -1.53531  0.41750  4.06248
H  -1.43507  2.41697  2.15301
H  -2.70267  1.26937  1.72057
H  -1.20325  1.26436  0.88766
H  0.07317  0.45982  2.72579
H  -1.35544  -0.67886  2.34275
H  -1.53649  -0.46147  4.45585

Atomic forces in eV per Å
0.66 0.19 0.36
-1.37 0.43 -1.05
0.32 -0.27 0.48
0.22 0.25 0.17
0.06 -0.17 -0.17
0.81 0.19 0.20
-0.33 -0.15 -0.21
0.24 0.11 -0.16
-0.52 0.19 0.10
-0.38 -0.28 0.22
0.30 -0.03 -0.15
-0.37 -1.02 0.33
-0.26 0.53 0.25
0.28 0.14 -0.11
-0.12 0.15 -0.04
0.17 0.27 -0.42
0.43 -0.26 0.10
0.44 -0.64 0.89
0.07 0.52 -0.37
-0.02 0.19 -0.32
-0.08 0.10 -0.10
-0.26 -0.05 0.01
0.11 0.10 -0.15
-0.27 -0.50 0.27
-0.03 -0.03 -0.01
-1.04 0.27 -0.54
0.58 -0.31 -0.07
0.45 0.27 0.04
0.07 0.58 0.19
0.20 -0.12 -0.04
-0.28 -0.07 0.33
0.05 -0.41 -0.06
0.14 -0.09 0.18
-0.95 -0.05 -0.20
0.71 -0.34 0.32
-0.21 0.61 -0.08
-0.31 0.40 -0.36
0.26 -0.47 -0.09
-0.18 -0.38 0.01
0.25 0.22 0.28
0.47 -0.11 0.10
-0.12 0.02 -0.07
-0.02 -0.84 0.12
0.14 0.17 0.01
0.05 -0.14 0.30
0.01 0.19 0.02
-0.08 0.06 -0.10
-0.22 0.20 -0.20
0.24 0.44 -0.01
-0.14 -0.13 -0.15
-0.64 -0.28 -0.26
1.00 -0.06 1.09
0.16 0.13 0.24
0.09 -0.05 0.17
0.18 0.16 -0.02
0.07 0.02 -0.25
-0.45 0.08 -0.37
-0.22 0.14 -0.38
-0.20 -0.23 -0.22
0.27 -0.22 -1.45
-1.61 1.68 0.38
0.43 -0.37 0.13
0.20 -0.18 0.57
-0.06 -0.19 0.44
0.00 0.10 -0.01
0.07 -0.62 0.05
0.62 -0.13 -0.26
-0.09 0.13 0.12

Question: Among the records above, which one has the highest charge?
Answer: C12H37O13Tl

Question: Which of these has the highest charge?
Answer: C12H37O13Tl

Question: Look up the charge of the second one.
Answer: 0

Question: Among the records above, which one has the lowest orbital gap?
Answer: C12H37O13Tl